# 1
# C33H49BF15N4O12

A 6-piece molecular cluster, C33H49BF15N4O12 overall in a non-equilibrium geometry (the ωB97M-V functional and the def2-TZVPD basis, OMol25).

Summary:
Lowest unoccupied orbital energy: -2.405 eV
Calculated total energy: -3931.46884 Ha
F_max: 1.40 eV/Å
Multiplicity: 1
Highest occupied orbital energy: -12.25 eV
Net charge: +1
Orbital gap: 0.36172 Eh

Structure (XYZ):
```
114
Properties=species:S:1:pos:R:3:forces:R:3
C 4.58430 1.96549 3.43648 -0.199 0.234 1.367
C 4.12790 1.87874 2.34349 -0.546 -0.031 -1.052
C 3.53322 1.62260 1.03422 0.744 -0.509 0.233
C 2.68190 0.35602 1.11028 -0.549 -0.073 -0.299
C 1.37536 0.53232 1.87297 -0.217 0.452 0.293
C 0.47798 1.63360 1.40330 -0.343 0.577 -0.487
N -0.31172 2.33476 2.30579 0.038 -0.035 -0.750
C -1.07129 3.23793 1.66614 0.430 0.338 0.197
C -2.05719 4.09696 2.36348 -0.700 -1.017 0.339
C -3.24372 3.15945 2.77420 0.029 0.325 -1.011
C -4.63288 3.80887 2.70316 0.203 -0.917 0.396
C -5.67995 2.75026 2.31186 -0.246 0.800 0.204
O -5.37589 1.51789 2.92645 0.102 -0.072 -0.257
C -5.09712 0.47709 2.00834 -0.336 -0.438 0.217
N -0.77934 3.14940 0.37062 0.273 -0.112 1.117
N -1.37139 3.93469 -0.62173 -0.268 -0.082 -0.392
C 0.17797 2.15474 0.16352 0.477 -0.085 0.109
B 0.70237 1.74361 -1.28267 -0.392 -0.436 -0.622
N -0.19061 1.09360 -2.23239 0.010 0.321 1.295
O 1.98215 1.97721 -1.62940 0.078 0.341 0.134
H 4.71519 2.08024 4.48401 0.502 0.004 0.039
H 2.99993 2.49142 0.66926 -0.126 0.080 -0.130
H 4.35929 1.41514 0.35555 -0.050 0.173 -0.302
H 2.46353 -0.03050 0.11625 0.087 0.113 -0.207
H 3.24962 -0.41971 1.61465 0.084 -0.078 0.044
H 1.61935 0.75687 2.91369 0.019 -0.004 0.124
H 0.79523 -0.38807 1.90096 0.066 0.187 -0.199
H -0.33403 2.19898 3.30341 0.057 -0.082 0.045
H -1.61520 4.48159 3.27678 0.178 0.528 -0.153
H -2.44661 4.87774 1.72254 0.207 0.305 0.008
H -3.04903 2.70442 3.73893 -0.029 -0.033 0.132
H -3.24233 2.35221 2.04260 -0.002 -0.200 0.054
H -4.64174 4.62106 1.98140 -0.127 0.222 0.071
H -4.91420 4.15176 3.69481 0.070 0.493 -0.003
H -6.63781 3.12591 2.67268 -0.215 -0.257 0.031
H -5.79055 2.65892 1.23149 0.240 -0.162 -0.129
H -6.00751 -0.07272 1.76208 -0.107 0.040 -0.129
H -4.65222 0.83074 1.07792 0.081 0.136 -0.029
H -4.42155 -0.23111 2.48310 0.143 0.034 0.076
H -1.61158 4.83913 -0.23545 -0.008 0.017 0.155
H -0.69762 4.11097 -1.35906 0.159 -0.148 0.022
H -1.13703 1.10181 -1.86880 -0.112 -0.285 -0.268
H 0.09467 0.12467 -2.33829 -0.050 0.035 -0.628
H 2.12267 1.84765 -2.57840 0.293 -0.239 0.040
C -4.53429 -0.29558 5.71286 0.273 -0.104 0.064
C -5.91940 -0.87808 5.88801 0.087 0.550 -0.087
O -5.87433 -2.31047 5.74047 -0.204 -0.169 -0.034
C -5.35580 -2.97998 6.75931 -0.021 0.371 -0.011
O -4.94426 -2.51867 7.78060 -0.003 -0.147 0.123
C -5.33727 -4.48227 6.43838 -0.060 -0.422 -0.048
F -4.83759 -4.69017 5.20782 -0.206 0.022 0.078
F -6.56732 -5.00270 6.47310 -0.043 0.151 -0.017
F -4.58682 -5.14265 7.31072 0.077 0.081 -0.014
H -4.11227 -0.60578 4.75572 -0.076 0.080 -0.055
H -4.55967 0.79272 5.74964 -0.104 0.001 -0.052
H -3.86320 -0.64990 6.49403 -0.052 0.051 0.068
H -6.58994 -0.51885 5.11065 -0.001 -0.199 -0.087
H -6.35547 -0.60411 6.84783 0.087 -0.211 0.103
C 7.48335 0.34588 -4.28748 -0.399 0.287 0.107
C 7.24772 1.70413 -3.66168 0.521 -0.353 0.298
O 6.22420 2.44446 -4.36746 -0.065 0.130 -0.074
C 4.97996 2.08341 -4.15168 0.311 -0.144 0.159
O 4.58992 1.21406 -3.42391 -0.257 0.045 0.079
C 4.02601 2.98057 -4.95753 -0.090 0.183 -0.252
F 4.39521 3.07509 -6.23156 -0.015 -0.039 0.024
F 3.99691 4.21337 -4.43486 0.009 -0.020 0.064
F 2.78138 2.49004 -4.91610 -0.025 -0.034 0.100
H 7.72046 0.46102 -5.33670 0.139 0.112 -0.065
H 8.30396 -0.16488 -3.78633 0.044 0.049 -0.014
H 6.59494 -0.27711 -4.21570 -0.005 -0.051 0.084
H 8.14602 2.31207 -3.73311 -0.129 0.179 -0.132
H 6.98710 1.63099 -2.60594 -0.224 0.008 -0.054
C -2.02903 -5.36871 4.58254 0.467 0.179 0.168
C -1.44014 -5.00584 3.23629 -0.384 -0.522 -0.014
O -0.66556 -3.78539 3.28912 0.019 0.257 -0.070
C 0.54054 -3.86586 3.82683 -0.343 -0.351 -0.098
O 1.06923 -4.83767 4.27055 0.201 0.099 0.038
C 1.21489 -2.48283 3.76743 0.180 0.062 0.279
F 0.39927 -1.51731 4.22521 -0.042 -0.002 -0.027
F 1.53313 -2.16948 2.49751 0.074 -0.476 0.051
F 2.32462 -2.45766 4.48702 -0.016 -0.034 -0.040
H -2.61228 -4.54119 4.96984 -0.086 0.030 -0.049
H -2.66883 -6.24398 4.48821 -0.047 0.031 -0.048
H -1.25306 -5.58915 5.31468 0.061 -0.105 -0.091
H -2.23784 -4.80450 2.52467 0.083 0.197 -0.039
H -0.83228 -5.81190 2.82679 0.192 0.093 0.091
C -4.78808 3.33745 -3.92439 -0.215 0.118 0.195
C -5.07515 1.85132 -3.91417 0.371 0.134 -0.331
O -5.97093 1.48612 -2.84442 -0.035 -0.064 0.161
C -7.25225 1.78061 -3.03842 0.300 -0.001 -0.226
O -7.72323 2.30509 -3.99961 -0.165 0.013 0.023
C -8.08228 1.30816 -1.83346 -0.352 -0.129 0.298
F -7.53392 1.71370 -0.67464 0.103 0.037 -0.021
F -8.14943 -0.02822 -1.80537 0.133 -0.007 -0.058
F -9.31784 1.78077 -1.88841 0.048 0.086 -0.095
H -4.39822 3.65531 -2.95539 0.106 -0.044 -0.032
H -4.05754 3.57493 -4.69668 0.025 -0.045 0.002
H -5.69074 3.91414 -4.11802 -0.008 -0.037 -0.097
H -4.15940 1.29370 -3.72890 -0.092 -0.103 0.160
H -5.47950 1.51042 -4.86623 -0.174 0.045 0.052
C 10.50250 -5.33557 -7.03026 -0.045 0.298 -0.157
C 9.31518 -5.36100 -6.09258 0.310 -0.481 0.004
O 8.69761 -4.06091 -5.97462 -0.066 0.147 0.095
C 7.94300 -3.68054 -6.99285 0.185 -0.352 0.066
O 7.71356 -4.29851 -7.98770 -0.136 0.102 -0.090
C 7.34619 -2.29382 -6.70169 -0.069 0.358 -0.082
F 8.29079 -1.43160 -6.28956 0.014 -0.387 -0.172
F 6.41320 -2.37916 -5.74076 0.058 -0.075 0.075
F 6.76961 -1.78016 -7.78010 0.029 -0.081 -0.062
H 11.22374 -4.58320 -6.70946 0.045 -0.081 0.084
H 10.98966 -6.30936 -7.04667 -0.009 -0.013 0.054
H 10.20047 -5.08622 -8.04606 -0.054 -0.092 -0.011
H 9.63718 -5.62024 -5.08683 -0.089 0.192 0.081
H 8.57093 -6.09502 -6.39929 -0.093 0.138 -0.120
```
Forces are in eV/Å.



# 2
# C5H15ClN6

An isolated ion of composition C5H15ClN6 and charge +2 in a non-equilibrium geometry (the ωB97M-V functional and the def2-TZVPD basis, OMol25).

Summary:
Lowest unoccupied orbital energy: -6.407 eV
Calculated total energy: -987.62781 Ha
F_max: 5.63 eV/Å
Multiplicity: 1
Highest occupied orbital energy: -17.58 eV
Net charge: +2
ΔE to the lowest compared entry with this formula, charge and spin: 38.6 kcal per mole
Orbital gap: 0.41056 Eh

Structure (XYZ):
```
27
Properties=species:S:1:pos:R:3:forces:R:3
C 0.14954 -1.57011 0.29042 0.863 2.022 -2.022
C -0.75022 0.66595 -0.03010 1.473 -0.297 -0.066
C 1.45298 0.30082 -0.72168 -0.817 0.667 -1.301
C -2.08777 -1.06003 1.10378 -0.304 -4.736 -0.415
C -0.08614 1.41424 -2.36249 0.258 0.500 -1.469
N -0.87890 -0.73928 0.37467 -0.771 1.844 0.605
N 0.18348 0.99301 -1.04824 2.423 -2.090 3.002
N 1.19298 -1.09930 -0.39006 0.923 0.747 -0.262
N 0.09864 -2.79028 0.68092 -0.311 -1.611 1.106
N 1.93125 0.97422 0.39720 1.526 -4.923 2.273
N -0.43270 1.46710 1.30610 0.887 -1.340 0.908
Cl 2.79663 0.27402 -2.02540 -1.659 -0.055 0.677
H -1.66805 1.06014 -0.33275 -1.729 0.225 -0.369
H -2.86545 -0.40001 0.88242 -1.024 1.272 -0.181
H -2.46630 -2.08328 0.63226 0.405 2.004 0.962
H -2.00438 -1.29399 2.18732 0.311 0.661 -0.549
H -0.21714 0.59802 -3.06084 0.061 -0.122 -0.280
H -0.98007 1.93734 -2.24894 -1.758 1.021 -0.533
H 0.65703 2.15255 -2.73063 -0.315 -0.664 0.315
H 1.97091 -1.67041 -0.59138 0.753 -1.078 -0.206
H -0.77959 -3.04634 1.09733 0.122 -0.784 0.249
H 0.91623 -3.39158 0.77335 -0.437 0.144 -0.164
H 2.75562 0.40879 0.69572 -0.403 1.444 0.243
H 2.08685 1.90074 0.28200 1.164 3.420 -0.819
H 0.60449 1.34053 1.56294 -1.012 0.177 -1.074
H -0.92844 1.25573 2.17697 -0.609 -0.451 -0.381
H -0.65149 2.40142 1.09912 -0.020 2.002 -0.247
```
Forces are in eV/Å.



# 3
# C5H7NO

A 2-piece molecular cluster, C5H7NO overall in a non-equilibrium geometry (the ωB97M-V functional and the def2-TZVPD basis, OMol25).

Summary:
Lowest unoccupied orbital energy: 0.617 eV
Calculated total energy: -324.52099 Ha
F_max: 2.94 eV/Å
Multiplicity: 1
Highest occupied orbital energy: -9.22 eV
ΔE to the lowest compared entry with this formula, charge and spin: 127.7 kcal per mole
Orbital gap: 0.36154 Eh

Structure (XYZ):
```
14
Properties=species:S:1:pos:R:3:forces:R:3
O 0.20806 -2.24860 -1.01369 0.851 0.530 2.760
C 2.38868 0.37748 -0.17268 -0.156 0.391 0.280
C 1.14575 0.75060 0.02496 0.118 -0.805 -0.520
C -0.13462 0.78923 0.14982 -0.922 -1.344 -0.231
C -1.44780 1.33813 0.03865 -0.434 0.565 0.004
C -1.39795 -0.13616 0.26933 0.474 0.831 -0.223
N -2.13550 0.73735 1.16947 0.075 0.083 0.291
H 1.01209 -1.69669 -0.86216 -0.527 -0.365 -0.900
H 3.02677 0.34705 0.70035 0.362 -0.032 -0.121
H 2.81119 0.14222 -1.15550 -0.244 0.158 0.350
H -1.93524 1.84947 -0.77490 0.007 0.100 0.152
H -0.00281 -2.29246 -0.02550 -0.239 -0.350 -1.954
H -1.94727 -0.83352 -0.36737 0.819 0.146 0.165
H -1.59134 0.87594 2.01922 -0.184 0.091 -0.052
```
Forces are in eV/Å.



# 4
# C6H13N3

C6H13N3 as an isolated structure in a non-equilibrium geometry (the ωB97M-V functional and the def2-TZVPD basis, OMol25).

Summary:
Lowest unoccupied orbital energy: 0.749 eV
Calculated total energy: -400.51263 Ha
F_max: 2.82 eV/Å
Multiplicity: 1
Highest occupied orbital energy: -6.86 eV
ΔE to the lowest compared entry with this formula, charge and spin: 113.2 kcal per mole
Orbital gap: 0.27945 Eh

Structure (XYZ):
```
22
Properties=species:S:1:pos:R:3:forces:R:3
C -0.89731 -1.74880 0.13796 -0.369 1.355 -0.584
C 0.51431 -2.03019 -0.34215 -0.125 0.095 0.014
C 1.50999 2.19615 -1.38146 0.148 -0.021 0.037
C 0.53531 1.35287 0.80833 -0.400 -0.244 0.316
C 0.51218 1.70151 -0.39699 0.265 0.120 -0.242
N 0.32558 0.79835 1.95037 -0.470 -0.342 -0.324
N -0.86624 -1.54549 1.62239 0.039 0.397 0.019
C -1.12759 1.54815 -1.23398 -0.272 -0.733 0.452
N -1.81778 0.57139 -1.16504 0.005 1.297 -0.504
H -1.55227 -2.59901 -0.08870 -0.009 0.198 0.022
H -0.24260 -0.42900 1.85616 -0.039 -0.171 0.094
H -0.00799 1.44411 2.66212 0.182 -0.088 0.003
H -0.46817 -2.35096 2.11220 0.094 0.280 -0.135
H -1.82060 -1.45256 1.96317 0.074 0.111 -0.002
H -1.34971 -0.67549 -0.39549 0.903 -2.416 1.147
H -1.14924 2.51460 -1.72737 -0.025 0.141 -0.152
H 0.50097 -2.17778 -1.42083 0.035 -0.060 -0.039
H 1.16375 -1.17583 -0.14140 0.041 -0.020 0.012
H 0.95571 -2.92068 0.12264 -0.018 0.034 -0.048
H 1.56151 1.51925 -2.23825 -0.027 0.050 0.022
H 2.50698 2.27946 -0.94815 -0.029 0.050 -0.068
H 1.21322 3.17995 -1.75555 -0.005 -0.032 -0.039
```
Forces are in eV/Å.